No. 1
{"formula": "C6H7N2O2S", "method": "ωB97M-V/def2-TZVPD", "total_charge": -1, "homo_energy_ev": -3.809, "homo_lumo_gap_ev": 7.299, "e_tot_ev": -24246.231, "relative_energy_kj_mol": 29.0, "e_lumo_ev": 3.49, "multiplicity": 1, "symbols": ["C", "C", "C", "C", "C", "C", "N", "N", "O", "O", "S", "H", "H", "H", "H", "H", "H", "H"], "coordinates": [[-1.50662, -0.34865, -1.93935], [-2.08609, -1.45349, -1.37114], [-0.50647, 0.35500, -1.22760], [-1.60275, -1.86870, -0.10897], [-0.18831, -0.07013, 0.06271], [1.60902, 1.65551, 0.47016], [-0.76652, -1.13888, 0.60024], [0.90036, 0.45778, 0.75586], [1.31063, 0.81373, 3.27033], [2.79478, -0.59248, 1.94222], [1.37916, -0.30409, 2.32521], [-2.04581, 0.21594, -2.75997], [-2.85518, -1.98611, -1.97950], [0.04499, 1.25601, -1.70020], [-1.83429, -2.79947, 0.34874], [1.95750, 2.12952, 1.52567], [2.45762, 1.35856, -0.09974], [0.93796, 2.31997, -0.11466]], "lowdin_charge": [-0.139, -0.135, -0.045, -0.156, -0.369, -0.156, 0.081, -0.280, -0.548, -0.556, 0.664, 0.110, 0.091, 0.114, 0.085, 0.116, 0.056, 0.067]}


No. 2
{"formula": "C4H8NO", "method": "ωB97M-V/def2-TZVPD", "total_charge": 1, "homo_energy_ev": [-8.831, -17.531], "homo_lumo_gap_ev": [5.850, 8.214], "e_tot_ev": -7798.152, "s_squared": 2.01, "relative_energy_kj_mol": 537.0, "e_lumo_ev": [-2.98, -9.32], "multiplicity": 3, "symbols": ["C", "C", "C", "C", "N", "O", "H", "H", "H", "H", "H", "H", "H", "H"], "coordinates": [[0.53893, -1.74640, 0.19781], [-0.14152, 0.38115, -0.59937], [-0.89759, -0.43691, 0.32578], [-0.18499, 1.85509, -0.48352], [0.54742, -0.34345, 0.51398], [-0.87778, -1.76083, 0.04393], [1.14030, -2.38113, -0.49144], [0.82979, -2.19689, 1.11836], [0.20708, -0.09527, -1.44674], [-1.72398, -0.06652, 1.06026], [-0.63875, 2.14884, 0.38406], [-0.76409, 2.39826, -1.36859], [0.79061, 2.32401, -0.50831], [1.17457, -0.07994, 1.25378]], "lowdin_charge": [-0.124, -0.121, -0.259, 0.013, 0.085, 0.221, 0.168, 0.138, 0.144, 0.224, 0.057, 0.166, 0.104, 0.185]}


No. 3
{"formula": "C12H16O2S", "method": "ωB97M-V/def2-TZVPD", "total_charge": 0, "homo_energy_ev": -8.337, "homo_lumo_gap_ev": 9.023, "e_tot_ev": -27630.497, "relative_energy_kj_mol": 199.7, "e_lumo_ev": 0.69, "multiplicity": 1, "symbols": ["C", "C", "C", "C", "C", "C", "C", "C", "C", "C", "C", "C", "O", "O", "S", "H", "H", "H", "H", "H", "H", "H", "H", "H", "H", "H", "H", "H", "H", "H", "H"], "coordinates": [[2.13847, -0.18154, -0.88647], [1.30775, -0.96916, 1.21817], [-0.04129, 0.38235, -0.18719], [2.31205, -0.93917, 0.26151], [0.94617, 0.49440, -1.13636], [0.10389, -0.29721, 1.00717], [-3.07496, 0.29491, -0.05989], [-2.44737, 0.60189, -2.00409], [-1.94809, 1.10329, -0.66771], [3.56939, -1.73552, 0.44961], [0.79526, 1.31140, -2.38304], [-0.73725, -0.87911, 3.15967], [-3.51501, -0.09776, -1.36286], [-0.92498, -0.26568, 1.90660], [-1.86545, 2.86026, -0.37667], [2.93484, -0.13182, -1.61441], [1.45866, -1.53959, 2.12111], [-2.77981, -0.56155, 0.54642], [-3.82947, 0.88252, 0.47392], [-2.80294, 1.37409, -2.69531], [-1.78583, -0.09040, -2.53222], [4.44803, -1.12374, 0.25564], [3.63658, -2.13842, 1.45722], [3.58354, -2.56960, -0.25294], [0.17257, 0.79853, -3.11293], [0.32732, 2.26677, -2.15791], [1.76984, 1.49022, -2.83232], [0.11677, -0.44717, 3.69458], [-0.59826, -1.96328, 3.06662], [-1.64837, -0.68268, 3.72255], [-1.62205, 2.75278, 0.92151]], "lowdin_charge": [-0.020, 0.012, 0.055, -0.272, -0.260, -0.257, -0.193, -0.204, -0.567, -0.050, -0.042, -0.082, -0.100, -0.112, 0.795, 0.117, 0.103, 0.112, 0.120, 0.121, 0.115, 0.079, 0.073, 0.084, 0.074, 0.056, 0.079, 0.098, 0.097, 0.094, -0.128]}


No. 4
{"formula": "C14H22CoF3GeNO4S2", "method": "ωB97M-V/def2-TZVPD", "total_charge": 0, "homo_energy_ev": [-8.708, -8.703], "homo_lumo_gap_ev": [8.486, 8.539], "e_tot_ev": -148522.755, "s_squared": 0.77, "relative_energy_kj_mol": 25.2, "e_lumo_ev": [-0.22, -0.16], "multiplicity": 2, "symbols": ["Co", "F", "C", "F", "F", "C", "C", "C", "C", "N", "C", "S", "H", "H", "H", "O", "S", "O", "O", "O", "C", "C", "C", "C", "Ge", "C", "C", "C", "C", "H", "H", "H", "H", "H", "H", "H", "H", "H", "H", "H", "H", "H", "H", "H", "H", "H", "H", "H"], "coordinates": [[0.82280, -1.05778, 1.21125], [-0.71456, -4.66674, -2.11927], [-0.49081, -5.29974, -0.95819], [-0.22295, -6.58491, -1.25113], [-1.63814, -5.28268, -0.26530], [0.63585, -4.67186, -0.18773], [1.72369, -5.41583, 0.23386], [2.74434, -4.82142, 0.96728], [2.64304, -3.47925, 1.26897], [1.60498, -2.76368, 0.84480], [0.60425, -3.31321, 0.13257], [-0.59074, -2.09173, -0.18067], [1.77190, -6.46902, -0.00672], [3.59641, -5.39316, 1.30196], [3.38306, -2.95028, 1.85475], [1.06371, 1.27637, 4.12617], [0.95308, 0.20813, 3.19775], [-0.01915, 0.64449, 1.94983], [0.32374, -1.03797, 3.58425], [2.17251, -0.10527, 2.38474], [0.19841, 3.89319, -2.55657], [1.17709, 4.20097, -1.42975], [2.04589, 3.00868, -1.03005], [1.25106, 1.80228, -0.51725], [0.14837, 2.26724, 1.02717], [-1.71648, 2.78709, 0.82990], [-2.70432, 1.63058, 0.64128], [-2.54328, 0.87903, -0.67453], [-3.60049, -0.20172, -0.85936], [-0.36299, 4.78275, -2.84366], [-0.52309, 3.12696, -2.27003], [0.72871, 3.53162, -3.44013], [0.62886, 4.56504, -0.55076], [1.82722, 5.02535, -1.73071], [2.74874, 3.32546, -0.25506], [2.64944, 2.70207, -1.88951], [1.94547, 1.03131, -0.16935], [0.63789, 1.36146, -1.30333], [0.92364, 3.18387, 1.97844], [-1.77486, 3.48985, -0.00714], [-1.96062, 3.35154, 1.73195], [-3.72161, 2.03001, 0.69415], [-2.60717, 0.92595, 1.47167], [-1.54962, 0.42105, -0.71945], [-2.59481, 1.59085, -1.50491], [-3.56702, -0.92320, -0.04132], [-3.45066, -0.74924, -1.79005], [-4.60072, 0.23549, -0.88081]], "lowdin_charge": [0.378, 0.140, -0.602, 0.135, 0.148, -0.102, 0.020, -0.035, -0.069, -0.056, -0.614, 0.786, 0.127, 0.110, 0.131, -0.254, 0.372, -0.498, -0.274, -0.343, -0.104, -0.281, -0.285, -0.295, 0.959, -0.286, -0.279, -0.296, -0.121, 0.074, 0.050, 0.080, 0.088, 0.108, 0.106, 0.112, 0.059, 0.065, 0.026, 0.066, 0.071, 0.114, 0.108, 0.040, 0.109, 0.065, 0.072, 0.074]}


No. 5
{"formula": "C39H98NO31S10", "method": "ωB97M-V/def2-TZVPD", "total_charge": 0, "homo_energy_ev": [-7.769, -9.064], "homo_lumo_gap_ev": [7.778, 9.073], "e_tot_ev": -215339.776, "s_squared": 0.75, "e_lumo_ev": [0.01, 0.01], "multiplicity": 2, "symbols": ["C", "C", "C", "C", "C", "C", "N", "O", "C", "C", "C", "H", "H", "H", "H", "H", "H", "H", "H", "H", "H", "H", "H", "H", "H", "H", "H", "H", "H", "O", "S", "O", "O", "C", "C", "C", "H", "H", "H", "H", "H", "H", "H", "H", "O", "S", "O", "O", "C", "C", "C", "H", "H", "H", "H", "H", "H", "H", "H", "O", "S", "O", "O", "C", "C", "C", "H", "H", "H", "H", "H", "H", "H", "H", "O", "S", "O", "O", "C", "C", "C", "H", "H", "H", "H", "H", "H", "H", "H", "O", "S", "O", "O", "C", "C", "C", "H", "H", "H", "H", "H", "H", "H", "H", "O", "S", "O", "O", "C", "C", "C", "H", "H", "H", "H", "H", "H", "H", "H", "O", "S", "O", "O", "C", "C", "C", "H", "H", "H", "H", "H", "H", "H", "H", "O", "S", "O", "O", "C", "C", "C", "H", "H", "H", "H", "H", "H", "H", "H", "O", "S", "O", "O", "C", "C", "C", "H", "H", "H", "H", "H", "H", "H", "H", "O", "S", "O", "O", "C", "C", "C", "H", "H", "H", "H", "H", "H", "H", "H"], "coordinates": [[8.42987, -1.89974, 0.23462], [7.59537, -0.68302, -0.13465], [7.35860, -0.45911, -1.65466], [6.37484, -1.43350, -2.21833], [5.04918, -1.18219, -1.57109], [4.97823, -1.52490, -0.12985], [6.24260, -0.85835, 0.48867], [6.26105, -0.84084, 1.79508], [3.79022, -0.86716, 0.68696], [4.94523, -3.03117, 0.18181], [8.21733, 0.58263, 0.53829], [8.03235, -2.80015, -0.20133], [8.30882, -1.90287, 1.32706], [9.44022, -1.76902, -0.13298], [6.99520, 0.52967, -1.96083], [8.31296, -0.66573, -2.14533], [6.67349, -2.47050, -2.26190], [6.27526, -1.07720, -3.23655], [4.28811, -1.65840, -2.19292], [5.02978, -0.12300, -1.77373], [3.85471, -1.13125, 1.73671], [3.91292, 0.24864, 0.62632], [2.82637, -1.17697, 0.21268], [4.10031, -3.33368, -0.41883], [5.81026, -3.50175, -0.28484], [4.91494, -3.17086, 1.23875], [7.45472, 1.36713, 0.66176], [9.05952, 0.96972, -0.02859], [8.42730, 0.19504, 1.51729], [-2.90169, 3.47202, 2.70858], [-2.63630, 3.43417, 4.13145], [-1.29136, 3.22234, 4.56432], [-3.16186, 4.72090, 4.71770], [-4.37352, 5.35842, 4.34421], [-5.40399, 5.23967, 5.38048], [-3.67824, 2.18053, 4.76117], [-4.77655, 4.89116, 3.45875], [-4.14473, 6.41313, 4.06867], [-5.13898, 5.70865, 6.31469], [-5.80953, 4.23347, 5.54381], [-6.21620, 5.86613, 4.98894], [-3.60913, 1.24948, 4.18181], [-4.71884, 2.42986, 4.77599], [-3.38411, 1.78254, 5.74498], [2.21605, -3.57473, -2.28356], [1.78059, -4.23612, -3.45955], [2.06455, -3.70085, -4.76713], [2.39666, -5.68394, -3.54097], [2.38357, -6.41950, -2.26642], [2.43410, -7.87798, -2.64337], [0.04652, -4.57945, -3.37592], [1.57156, -6.17578, -1.55957], [3.21004, -6.16481, -1.61823], [1.52534, -8.10948, -3.18801], [2.49031, -8.53350, -1.77513], [3.32295, -8.12403, -3.20009], [-0.14841, -5.14960, -4.29127], [-0.57386, -3.70779, -3.53039], [-0.12255, -5.02185, -2.37902], [-2.01810, 2.68240, -2.66622], [-1.72683, 4.04912, -2.76802], [-2.28441, 4.92033, -3.78843], [-2.05656, 4.56703, -1.26724], [-2.30421, 6.03491, -1.11627], [-2.51630, 6.23453, 0.45364], [0.10571, 4.27214, -2.80158], [-3.21282, 6.36341, -1.63411], [-1.46459, 6.64541, -1.47937], [-1.60443, 5.92072, 0.97741], [-3.27535, 5.53981, 0.78134], [-2.77926, 7.22688, 0.84243], [0.51516, 3.66779, -1.96127], [0.34131, 5.31736, -2.66132], [0.40879, 3.85777, -3.74817], [-2.28641, -3.05166, -4.44034], [-2.98740, -1.81979, -4.71075], [-2.36196, -0.81333, -5.47908], [-4.33572, -2.13461, -5.46633], [-4.91391, -3.55594, -5.30953], [-6.17805, -3.64227, -6.16767], [-3.52842, -1.14240, -3.09027], [-5.19590, -3.67357, -4.27110], [-4.16631, -4.21837, -5.68531], [-5.94990, -3.59302, -7.22747], [-6.81842, -2.84514, -5.83736], [-6.56334, -4.63107, -6.00823], [-4.20291, -1.87766, -2.59330], [-3.99384, -0.16474, -3.25138], [-2.60157, -1.13274, -2.46622], [-1.95254, -1.49606, -0.15351], [-2.05695, -2.92932, 0.03436], [-2.72515, -3.76838, -0.91012], [-0.55863, -3.54406, 0.15256], [0.38263, -2.63901, 0.91531], [1.56667, -3.51905, 1.22675], [-2.71372, -3.16273, 1.73803], [-0.10294, -2.26519, 1.80563], [0.61083, -1.75267, 0.29383], [2.06055, -3.83228, 0.30517], [1.21467, -4.37855, 1.78952], [2.24455, -2.99419, 1.89450], [-2.16079, -2.63736, 2.52442], [-2.95924, -4.22134, 1.91782], [-3.64161, -2.62745, 1.60989], [1.69285, 0.72038, 1.44411], [0.72446, 1.34016, 0.57648], [1.04103, 2.52023, -0.15107], [0.38322, 0.14474, -0.44862], [-0.20110, 0.50025, -1.82290], [0.62774, -0.21650, -2.84336], [-0.82282, 1.53373, 1.48119], [-0.15389, 1.55964, -1.97530], [-1.28291, 0.27596, -1.82368], [0.70226, -1.28374, -2.58095], [1.63687, 0.21392, -2.85055], [0.29544, -0.14578, -3.86677], [-0.66531, 2.22729, 2.31441], [-1.08912, 0.56579, 1.84643], [-1.61306, 1.94291, 0.87270], [-6.99016, 2.52163, 4.30738], [-7.67490, 1.67213, 3.33839], [-8.53762, 2.18945, 2.33386], [-6.45551, 0.78150, 2.70780], [-6.17588, 0.69809, 1.22750], [-4.64820, 0.96305, 1.14978], [-8.55771, 0.41149, 4.19667], [-6.63140, 1.56288, 0.71040], [-6.52450, -0.28129, 0.88016], [-3.94305, 0.46193, 1.82765], [-4.41873, 2.03763, 1.25865], [-4.35860, 0.64962, 0.17064], [-7.82494, -0.22928, 4.69336], [-9.19112, -0.02178, 3.43274], [-9.33844, 0.79669, 4.85974], [3.74389, 3.88510, 5.13401], [2.95568, 2.74401, 4.76649], [2.33543, 1.94321, 5.78238], [1.70840, 3.11825, 3.84166], [2.00705, 4.12695, 2.73990], [0.76287, 4.96546, 2.63774], [3.89127, 1.72735, 3.60484], [2.13587, 3.59293, 1.80900], [2.88359, 4.75478, 2.92308], [0.49301, 5.40065, 3.60099], [-0.07785, 4.40937, 2.25268], [0.94113, 5.76985, 1.85162], [4.53421, 2.38560, 2.99999], [3.16898, 1.17779, 3.00973], [4.55226, 1.00396, 4.11821], [-0.71814, -2.10014, 5.15213], [-1.26582, -0.86614, 4.72875], [-2.26574, -0.82693, 3.71451], [-1.99298, -0.09435, 5.91277], [-1.18452, 0.11072, 7.12525], [-0.89852, 1.63809, 7.25354], [0.05756, 0.23387, 4.27670], [-0.21454, -0.37734, 7.02319], [-1.75185, -0.37326, 7.90604], [-0.17803, 1.86099, 6.48406], [-0.45510, 1.85753, 8.19429], [-1.78308, 2.20068, 6.99429], [0.98689, 0.12333, 4.84091], [-0.28471, 1.23085, 4.42777], [0.16553, -0.02534, 3.22396], [0.77645, -0.46514, -8.70291], [1.38548, -1.68549, -8.19291], [1.87614, -2.73778, -9.02946], [2.69543, -1.32626, -7.24419], [2.53026, 0.00891, -6.56037], [3.87924, 0.19722, -5.90026], [0.24402, -2.36797, -6.87748], [1.73928, 0.06791, -5.82508], [2.23876, 0.75521, -7.26980], [3.84968, 0.96880, -5.12156], [4.70981, 0.43408, -6.59024], [4.14798, -0.76803, -5.37218], [0.75206, -3.21740, -6.42205], [-0.65812, -2.68622, -7.37888], [0.01139, -1.59862, -6.11907]], "lowdin_charge": [-0.017, -0.476, -0.138, -0.209, -0.157, -0.419, -0.108, -0.064, -0.032, -0.004, -0.021, 0.068, 0.090, 0.090, 0.126, 0.122, 0.115, 0.110, 0.121, 0.118, 0.069, 0.094, 0.080, 0.058, 0.075, 0.082, 0.089, 0.084, 0.061, -0.294, 0.547, -0.258, -0.214, -0.264, -0.072, -0.097, 0.113, 0.146, 0.083, 0.064, 0.099, 0.065, 0.033, 0.066, -0.278, 0.552, -0.284, -0.233, -0.257, -0.063, -0.105, 0.116, 0.112, 0.082, 0.083, 0.079, 0.089, 0.029, 0.074, -0.272, 0.597, -0.285, -0.277, -0.191, -0.049, -0.082, 0.111, 0.111, 0.054, 0.054, 0.078, 0.040, 0.060, 0.064, -0.309, 0.555, -0.261, -0.265, -0.170, -0.060, -0.092, 0.114, 0.103, 0.082, 0.077, 0.075, 0.073, 0.075, 0.036, -0.300, 0.612, -0.276, -0.265, -0.205, -0.054, -0.084, 0.096, 0.089, 0.057, 0.085, 0.077, 0.029, 0.082, 0.053, -0.303, 0.614, -0.274, -0.293, -0.186, -0.033, -0.084, 0.055, 0.092, 0.078, 0.090, 0.067, 0.044, 0.037, 0.075, -0.311, 0.613, -0.273, -0.294, -0.159, -0.061, -0.127, 0.117, 0.118, 0.067, 0.075, 0.058, 0.080, 0.067, 0.081, -0.279, 0.583, -0.293, -0.282, -0.201, -0.077, -0.103, 0.086, 0.120, 0.090, 0.041, 0.109, 0.082, 0.027, 0.087, -0.250, 0.565, -0.294, -0.280, -0.187, -0.032, -0.102, 0.111, 0.117, 0.039, 0.078, 0.056, 0.083, 0.028, 0.039, -0.308, 0.651, -0.285, -0.269, -0.236, -0.080, -0.096, 0.091, 0.097, 0.070, 0.083, 0.093, 0.032, 0.062, 0.047]}


No. 6
{"formula": "C4H4O2", "method": "ωB97M-V/def2-TZVPD", "total_charge": 0, "homo_energy_ev": -9.244, "homo_lumo_gap_ev": 10.086, "e_tot_ev": -8303.823, "relative_energy_kj_mol": 314.0, "smiles": "C#COCC=O", "e_lumo_ev": 0.84, "multiplicity": 1, "symbols": ["C", "C", "O", "C", "C", "O", "H", "H", "H", "H"], "coordinates": [[-2.40818, 0.54498, -0.30716], [-1.35377, -0.02601, -0.42025], [-0.35328, -0.75426, -0.54856], [0.82631, -0.79419, 0.29329], [1.73362, 0.40325, -0.13018], [2.86001, 0.28069, -0.37586], [-3.39812, 0.85426, -0.45968], [0.66808, -0.64556, 1.35847], [1.37659, -1.65853, 0.06153], [1.14942, 1.35436, -0.18798]], "lowdin_charge": [0.116, -0.308, -0.011, -0.061, -0.249, 0.114, 0.012, 0.135, 0.113, 0.138]}